No. 1
Computed, not measured: a 9-piece molecular cluster, C33H79F12N8O7P2 overall at a distorted geometry, with the ωB97M-V functional and the def2-TZVPD basis.

HOMO-LUMO gap, eV: 9.406
HOMO level, eV: -15.4588
F_max, eV/A: 2.850
Charge: +3

Atoms and positions in Å:
O: 0.327 0.218 0.756
C: -0.005 0.092 -0.538
O: 0.655 -0.735 -1.237
O: -0.860 0.907 -0.946
H: -0.395 0.773 1.103
C: -2.502 -1.397 -5.693
N: -2.391 -2.061 -4.317
C: -2.675 -1.020 -3.260
C: -3.329 -3.242 -4.224
C: -0.936 -2.547 -4.214
C: -0.627 -3.550 -3.101
O: -1.047 -3.126 -1.814
H: -3.471 -0.909 -5.620
H: -2.522 -2.173 -6.452
H: -1.657 -0.720 -5.768
H: -3.705 -0.674 -3.276
H: -1.834 -0.332 -3.315
H: -2.573 -1.545 -2.311
H: -3.004 -3.990 -4.945
H: -4.292 -2.840 -4.533
H: -3.367 -3.664 -3.225
H: -0.275 -1.688 -4.117
H: -0.782 -3.032 -5.178
H: 0.437 -3.750 -2.939
H: -1.055 -4.534 -3.297
H: -0.470 -2.395 -1.538
C: 1.562 -3.981 2.601
N: 2.743 -3.128 2.989
C: 2.722 -1.881 2.135
C: 2.498 -2.693 4.428
C: 4.035 -3.902 2.828
C: 5.321 -3.112 2.978
O: 5.443 -2.585 4.290
H: 1.401 -4.831 3.259
H: 1.814 -4.380 1.617
H: 0.691 -3.334 2.532
H: 1.726 -1.443 2.194
H: 2.824 -2.262 1.116
H: 3.489 -1.136 2.326
H: 3.259 -1.973 4.705
H: 2.490 -3.564 5.081
H: 1.470 -2.359 4.422
H: 3.986 -4.396 1.858
H: 4.055 -4.678 3.592
H: 5.512 -2.408 2.161
H: 6.199 -3.768 2.971
H: 6.341 -2.324 4.505
C: -1.475 5.920 -1.490
N: -2.784 5.239 -1.866
C: -3.805 5.436 -0.751
C: -3.302 5.890 -3.135
C: -2.584 3.768 -2.239
C: -1.373 3.404 -3.073
O: -0.271 3.168 -2.227
H: -1.659 6.983 -1.350
H: -0.747 5.857 -2.294
H: -1.154 5.388 -0.597
H: -4.797 5.178 -1.109
H: -3.686 6.468 -0.441
H: -3.436 4.694 -0.042
H: -3.478 6.959 -3.020
H: -4.283 5.463 -3.338
H: -2.636 5.742 -3.981
H: -3.515 3.456 -2.714
H: -2.544 3.191 -1.312
H: -0.996 4.178 -3.744
H: -1.597 2.522 -3.681
H: -0.465 2.360 -1.708
C: 5.707 -0.552 -3.785
N: 4.192 -0.680 -3.831
C: 3.798 -1.457 -5.068
C: 3.749 -1.412 -2.616
C: 3.643 0.746 -3.964
C: 2.227 1.001 -3.451
O: 1.297 -0.003 -3.810
H: 6.112 0.042 -4.599
H: 6.079 -1.575 -3.758
H: 6.036 -0.112 -2.844
H: 4.124 -0.880 -5.931
H: 2.712 -1.494 -5.077
H: 4.275 -2.434 -5.056
H: 3.913 -0.770 -1.751
H: 4.287 -2.350 -2.505
H: 2.681 -1.591 -2.708
H: 3.830 1.083 -4.978
H: 4.206 1.323 -3.228
H: 1.869 1.907 -3.953
H: 2.161 1.264 -2.394
H: 0.949 -0.362 -2.963
C: 5.323 0.756 5.867
C: 4.482 2.019 5.728
N: 3.478 1.842 4.660
C: 2.243 1.261 4.747
C: 1.588 1.430 3.579
N: 2.399 2.222 2.784
C: 3.525 2.497 3.476
C: 2.061 2.672 1.462
H: 6.098 0.652 5.107
H: 4.703 -0.138 5.827
H: 5.828 0.912 6.822
H: 5.152 2.829 5.450
H: 3.937 2.236 6.644
H: 1.874 0.765 5.632
H: 0.619 1.130 3.214
H: 4.325 3.127 3.127
H: 1.078 3.137 1.404
H: 2.080 1.841 0.759
H: 2.763 3.457 1.183
C: -5.391 -2.864 -1.436
C: -4.325 -2.972 -0.344
N: -4.338 -1.870 0.600
C: -3.379 -0.878 0.828
C: -3.937 -0.057 1.773
N: -5.066 -0.663 2.248
C: -5.335 -1.686 1.475
C: -5.947 -0.086 3.287
H: -6.400 -2.668 -1.079
H: -5.344 -3.738 -2.082
H: -5.175 -1.995 -2.066
H: -3.303 -3.140 -0.681
H: -4.581 -3.881 0.205
H: -2.552 -0.792 0.145
H: -3.644 0.853 2.269
H: -6.197 -2.314 1.638
H: -6.648 -0.856 3.589
H: -6.399 0.784 2.815
H: -5.281 0.247 4.080
P: -1.995 3.627 2.274
F: -2.551 5.127 2.575
F: -3.216 3.492 1.187
F: -1.036 4.220 1.104
F: -1.537 2.072 2.035
F: -0.763 3.781 3.285
F: -2.988 3.097 3.445
P: -1.524 -1.762 4.447
F: -0.458 -1.031 5.442
F: -2.438 -2.150 5.713
F: -2.349 -0.398 4.264
F: -2.605 -2.587 3.546
F: -0.669 -1.305 3.107
F: -0.669 -3.139 4.631

---

No. 2
Computed, not measured: C41H50IInN7OS as an isolated structure, with the ωB97M-V functional and the def2-TZVPD basis.

HOMO-LUMO gap, eV: 6.848
HOMO level, eV: -9.9103
F_max, eV/A: 0.837
Charge: +1

Atoms and positions in Å:
In: -0.529 -0.321 0.083
C: 2.034 -3.473 -1.782
C: 2.463 -2.037 -1.468
C: 3.280 -1.451 -2.627
C: 3.241 -1.917 -0.173
C: 4.105 -2.919 0.244
C: 4.854 -2.774 1.398
C: 4.737 -1.617 2.147
C: 3.894 -0.579 1.769
C: 3.764 0.614 2.700
C: 5.113 1.284 2.980
C: 3.089 0.182 4.006
C: 3.143 -0.739 0.583
N: 2.170 0.215 0.221
C: 2.467 1.401 -0.127
C: 1.456 2.523 -0.092
N: 0.229 2.321 0.152
C: -0.661 3.362 0.504
C: -1.594 3.867 -0.413
C: -2.499 4.827 0.032
C: -2.504 5.281 1.336
C: -1.590 4.759 2.234
C: -0.668 3.796 1.850
C: 0.255 3.216 2.913
C: -0.550 2.710 4.115
C: 1.303 4.239 3.363
C: -1.733 3.434 -1.867
C: -0.444 3.044 -2.598
C: -2.766 2.304 -1.970
C: 2.206 3.768 -0.326
C: 1.856 5.094 -0.399
C: 2.862 6.035 -0.710
C: 4.165 5.674 -0.956
C: 4.554 4.314 -0.898
C: 5.834 3.766 -1.155
C: 6.040 2.409 -1.084
C: 5.013 1.503 -0.738
C: 3.764 2.006 -0.471
C: 3.549 3.400 -0.569
H: 1.244 -3.465 -2.534
H: 1.669 -3.974 -0.882
H: 2.864 -4.054 -2.186
H: 1.558 -1.430 -1.365
H: 4.225 -1.988 -2.727
H: 3.498 -0.395 -2.457
H: 2.731 -1.542 -3.566
H: 4.193 -3.827 -0.340
H: 5.520 -3.565 1.719
H: 5.320 -1.509 3.054
H: 3.118 1.362 2.246
H: 5.739 0.664 3.623
H: 4.956 2.240 3.485
H: 5.657 1.478 2.056
H: 3.685 -0.573 4.521
H: 2.107 -0.244 3.794
H: 2.971 1.038 4.676
H: -3.216 5.228 -0.675
H: -3.224 6.022 1.657
H: -1.599 5.103 3.262
H: 0.776 2.353 2.498
H: -0.946 3.532 4.712
H: 0.093 2.115 4.769
H: -1.396 2.108 3.772
H: 0.822 5.107 3.819
H: 1.895 4.589 2.519
H: 1.983 3.803 4.099
H: -2.145 4.301 -2.387
H: -0.176 2.005 -2.400
H: 0.392 3.685 -2.317
H: -0.592 3.151 -3.673
H: -2.416 1.419 -1.431
H: -2.924 2.030 -3.015
H: -3.720 2.605 -1.538
H: 0.843 5.428 -0.220
H: 2.587 7.080 -0.762
H: 4.899 6.433 -1.198
H: 6.654 4.423 -1.417
H: 7.023 2.012 -1.298
H: 5.222 0.443 -0.687
C: -2.513 -6.262 0.142
C: -3.226 -5.002 0.459
N: -4.490 -4.887 0.689
N: -4.669 -3.571 0.980
C: -3.540 -2.842 0.923
S: -3.346 -1.225 1.277
N: -2.605 -3.777 0.594
N: -1.276 -3.466 0.339
H: -3.239 -7.068 0.094
H: -1.778 -6.485 0.918
H: -1.993 -6.203 -0.817
H: -5.583 -3.207 1.185
H: -0.817 -4.287 -0.033
H: -0.822 -3.218 1.218
N: -0.558 -0.963 4.578
C: -0.325 -1.831 3.586
O: -0.028 -1.479 2.449
C: -0.482 -3.290 3.969
I: 1.075 -4.487 3.120
H: -0.553 0.025 4.378
H: -0.841 -1.258 5.495
H: -1.428 -3.663 3.581
H: -0.447 -3.443 5.043

---

No. 3
Computed, not measured: C15H4ClCsF5INOS as an isolated structure at a distorted geometry, with the ωB97M-V functional and the def2-TZVPD basis.

HOMO-LUMO gap, eV: 6.482
HOMO level, eV: -4.4783
F_max, eV/A: 2.649
Charge: -1

Atoms and positions in Å:
Cs: 0.060 0.040 -0.976
Cl: -4.013 -4.893 3.243
C: -3.237 -3.969 1.972
C: -3.462 -4.295 0.669
C: -2.860 -3.580 -0.376
I: -3.262 -4.150 -2.328
C: -1.994 -2.493 -0.173
O: -1.432 -1.825 -1.088
C: -1.768 -2.162 1.248
N: -0.935 -1.114 1.507
C: -0.697 -0.774 2.748
C: -1.261 -1.438 3.853
C: -2.097 -2.490 3.622
C: -2.379 -2.888 2.297
H: -4.120 -5.124 0.438
H: -0.028 0.067 2.907
H: -1.029 -1.114 4.859
H: -2.553 -3.030 4.441
F: 4.707 5.821 -1.463
C: 3.923 4.827 -1.918
C: 3.242 4.007 -1.041
F: 3.362 4.204 0.283
C: 2.442 2.993 -1.531
F: 1.813 2.241 -0.592
C: 2.258 2.715 -2.889
S: 1.241 1.426 -3.498
C: 2.971 3.575 -3.731
F: 2.896 3.436 -5.064
C: 3.779 4.600 -3.274
F: 4.434 5.386 -4.146

---

No. 4
Computed, not measured: a 4-piece molecular cluster, C38H60ClFI3N5O7S overall at a distorted geometry, with the ωB97M-V functional and the def2-TZVPD basis.

HOMO-LUMO gap, eV: 7.735
HOMO level, eV: -8.0862
F_max, eV/A: 5.274

Atoms and positions in Å:
C: -0.984 2.210 -4.081
C: -1.832 0.891 -3.859
C: -1.152 -0.491 -3.573
Cl: -2.251 -1.395 -2.351
C: 0.369 -0.632 -3.115
I: 1.526 -0.127 -4.951
O: 0.488 -2.002 -2.710
C: 1.746 -2.638 -2.755
F: 2.931 -1.874 -2.514
C: 1.818 -3.560 -4.101
C: 3.299 -3.707 -4.702
C: 3.581 -2.848 -6.022
N: 4.479 -1.669 -5.872
O: 3.096 -3.125 -7.173
C: 1.714 -3.723 -1.528
C: 2.808 -4.875 -1.611
C: 4.335 -4.368 -1.355
O: 2.542 -5.762 -0.455
C: 0.815 0.311 -1.825
S: 2.195 1.372 -2.571
O: -0.248 0.977 -1.225
C: -0.116 1.637 0.061
C: -1.675 1.545 0.555
C: -1.968 1.648 2.104
C: -2.067 3.172 2.660
C: -1.694 3.507 4.153
C: -1.723 4.932 4.750
C: -2.142 6.156 3.870
C: -2.556 5.831 2.410
C: -2.526 4.379 1.805
C: 0.274 3.164 -0.380
C: -0.754 4.145 -1.056
C: -0.293 5.568 -1.489
N: 1.014 6.122 -1.356
C: 1.960 5.240 -0.758
C: 1.700 3.785 -0.266
C: 0.947 1.047 1.080
I: 1.426 2.310 2.840
C: 0.747 -0.401 1.705
C: 2.245 -1.048 1.862
I: -0.481 -1.867 0.758
H: -0.285 2.530 -3.243
H: -0.359 2.222 -5.054
H: -1.735 3.082 -4.216
H: -2.519 0.775 -4.785
H: -2.576 1.115 -2.999
H: -1.251 -1.140 -4.526
H: 1.363 -4.607 -3.920
H: 1.170 -3.111 -4.948
H: 3.410 -4.815 -5.019
H: 4.146 -3.510 -3.966
H: 5.088 -1.586 -6.700
H: 5.078 -1.899 -5.062
H: 0.639 -4.093 -1.372
H: 1.981 -3.089 -0.596
H: 2.757 -5.564 -2.518
H: 4.318 -3.282 -0.961
H: 5.007 -4.506 -2.265
H: 4.805 -4.981 -0.495
H: 1.795 -6.339 -0.741
H: 1.397 -0.425 -1.148
H: 3.338 1.200 -1.773
H: -2.343 2.326 0.035
H: -2.122 0.543 0.186
H: -1.312 1.037 2.807
H: -3.042 1.239 2.269
H: -1.356 2.664 4.848
H: -1.401 5.060 5.845
H: -2.128 7.205 4.317
H: -2.865 6.712 1.753
H: -2.855 4.262 0.725
H: -1.828 3.849 -1.264
H: -1.092 6.233 -1.983
H: 3.035 5.622 -0.636
H: 2.551 3.169 0.183
H: 1.968 1.035 0.532
H: 0.395 -0.276 2.799
H: 2.836 -0.513 2.685
H: 2.074 -2.142 2.167
H: 2.769 -1.039 0.845
C: -7.112 0.838 5.114
C: -5.645 1.172 5.101
O: -5.236 2.312 5.282
N: -4.759 0.163 4.880
C: -5.032 -1.239 4.646
H: -7.686 1.746 5.302
H: -7.414 0.433 4.146
H: -7.328 0.122 5.910
H: -3.795 0.468 4.886
H: -4.530 -1.820 5.423
H: -4.616 -1.512 3.674
H: -6.097 -1.460 4.660
C: -3.169 4.757 10.304
C: -4.490 5.272 9.797
O: -5.200 6.010 10.470
N: -4.889 4.895 8.553
C: -4.203 4.038 7.608
H: -2.993 5.145 11.308
H: -3.184 3.666 10.353
H: -2.359 5.097 9.655
H: -5.784 5.282 8.287
H: -4.034 4.608 6.692
H: -4.852 3.191 7.384
H: -3.251 3.676 7.992
C: 4.406 -5.868 -7.337
C: 4.215 -7.306 -6.936
O: 3.121 -7.750 -6.612
N: 5.304 -8.124 -6.940
C: 6.671 -7.799 -7.286
H: 3.453 -5.343 -7.286
H: 5.105 -5.377 -6.655
H: 4.775 -5.813 -8.363
H: 5.094 -9.071 -6.659
H: 6.976 -8.441 -8.116
H: 7.304 -8.012 -6.422
H: 6.787 -6.756 -7.573

---

No. 5
Computed, not measured: a 2-piece molecular cluster, C4H13NOS overall at a distorted geometry, with the ωB97M-V functional and the def2-TZVPD basis.

HOMO-LUMO gap, eV: 9.819
HOMO level, eV: -9.0183
F_max, eV/A: 1.260
Structure (SMILES): C[C@H](N)CCS.O

Atoms and positions in Å:
C: -0.370 -1.872 -0.336
C: 0.370 -0.552 -0.587
N: 1.559 -0.665 -1.394
C: 0.705 0.095 0.746
C: 1.244 1.505 0.648
S: -0.034 2.850 0.629
H: 0.142 -2.412 0.460
H: -1.340 -1.632 0.111
H: -0.396 -2.496 -1.214
H: -0.331 0.144 -1.064
H: 1.353 -0.943 -2.344
H: 2.209 -1.338 -0.996
H: 1.490 -0.436 1.283
H: -0.135 0.026 1.431
H: 1.775 1.634 -0.292
H: 1.910 1.783 1.462
H: 0.046 3.144 -0.671
O: -3.680 0.382 0.397
H: -3.645 0.916 1.203
H: -2.871 -0.136 0.528

---

No. 6
Computed, not measured: a 2-piece molecular cluster, C6H13NOSi overall at a distorted geometry, with the ωB97M-V functional and the def2-TZVPD basis.

HOMO-LUMO gap, eV: 9.459
HOMO level, eV: -8.7654
F_max, eV/A: 5.136
Structure (SMILES): C[Si](C)(C)C=C=O.C=N

Atoms and positions in Å:
C: -1.396 -1.273 -1.467
Si: -1.114 -0.395 0.139
C: -0.471 1.510 -0.214
C: -2.600 -0.969 1.303
C: 0.452 -1.290 0.799
C: 1.128 -2.159 0.031
O: 1.766 -3.006 -0.426
H: -1.932 -2.188 -1.385
H: -2.023 -0.744 -2.186
H: -0.580 -1.462 -2.084
H: 0.476 1.267 -0.795
H: -1.220 2.110 -0.717
H: -0.168 1.856 0.820
H: -2.177 -1.518 2.049
H: -3.339 -0.170 1.502
H: -3.183 -1.655 0.608
H: 0.795 -0.980 1.830
C: 3.003 2.161 0.334
N: 3.566 1.824 -0.716
H: 3.026 1.423 1.165
H: 2.352 3.070 0.778
H: 3.639 2.586 -1.369